The ion C23H30N7O6 with charge +1. Source: the Open Molecules 2025 dataset; level of theory: the ωB97M-V functional and the def2-TZVPD basis.

Values from the calculation:
E_tot = -47050.886 eV
molecular weight = 500.54 g/mol
HOMO = -10.929 eV
charge = +1
frontier orbital gap = 8.6 eV

Last column: Mulliken charge in e.
Geometry (Å):
C1 -2.532 -3.687 1.003  -0.90
C2 -2.739 -3.351 -0.469  -0.30
N1 -3.266 -2.013 -0.653  0.04
C3 -2.575 -0.983 -1.128  -0.33
O1 -1.389 -1.038 -1.448  -0.69
C4 -3.399 0.302 -1.241  0.22
O2 -4.144 0.493 -0.032  -0.54
C5 -3.475 1.458 0.743  -0.24
N2 -2.377 0.847 1.466  0.17
C6 -2.496 -0.306 2.211  -0.67
N3 -1.383 -0.750 2.692  -0.70
C7 -0.436 0.151 2.276  0.88
C8 0.942 0.238 2.369  -0.65
N4 1.732 -0.828 2.946  0.08
N5 1.601 1.255 1.873  -0.34
C9 0.912 2.218 1.222  -0.12
N6 1.564 3.301 0.801  -0.10
C10 2.995 3.466 0.795  -0.77
C11 3.587 3.161 -0.591  -1.34
C12 3.416 1.708 -0.925  0.83
C13 2.317 1.255 -1.642  -0.55
C14 2.161 -0.090 -1.924  -0.13
C15 3.102 -1.017 -1.490  0.64
C16 2.942 -2.489 -1.774  -1.30
C17 1.610 -3.022 -1.204  -0.51
C18 1.389 -2.389 0.134  0.71
O3 2.183 -2.519 1.067  -0.74
O4 0.333 -1.651 0.323  0.35
C19 4.192 -0.565 -0.757  -0.88
C20 4.347 0.779 -0.479  -0.65
N7 -0.408 2.193 0.974  -0.39
C21 -1.051 1.174 1.505  0.68
C22 -2.992 2.488 -0.284  -0.12
O5 -4.032 3.325 -0.695  -0.68
C23 -2.534 1.575 -1.452  0.39
O6 -2.725 2.165 -2.693  -0.63
H1 -1.849 -2.983 1.472  0.06
H2 -2.122 -4.688 1.093  0.40
H3 -3.478 -3.658 1.537  0.38
H4 -3.442 -4.057 -0.919  0.42
H5 -1.795 -3.408 -1.015  0.15
H6 -4.220 -1.847 -0.365  0.31
H7 -4.112 0.185 -2.065  0.56
H8 -4.203 1.867 1.454  0.42
H9 -3.448 -0.776 2.358  0.55
H10 2.640 -0.469 3.250  0.44
H11 1.222 -1.286 3.705  0.46
H12 1.936 -1.633 2.128  0.32
H13 1.014 3.950 0.258  0.28
H14 3.223 4.497 1.078  0.41
H15 3.410 2.784 1.537  0.37
H16 3.093 3.783 -1.338  0.37
H17 4.647 3.418 -0.575  0.44
H18 1.580 1.959 -2.002  0.40
H19 1.304 -0.412 -2.498  0.51
H20 3.771 -3.031 -1.320  0.34
H21 2.960 -2.673 -2.849  0.42
H22 1.673 -4.105 -1.091  0.52
H23 0.782 -2.776 -1.869  0.24
H24 -0.274 -1.506 -0.474  -0.34
H25 4.929 -1.273 -0.409  0.35
H26 5.207 1.113 0.082  0.46
H27 -2.191 3.126 0.089  0.45
H28 -4.836 2.805 -0.835  0.44
H29 -1.475 1.313 -1.355  -0.28
H30 -3.318 2.927 -2.581  0.45